ORCA calculation (wB97M-V/def2-TZVPD) on 5 unconnected molecules or ions with the total composition H11O5 in a non-equilibrium geometry.

Results
LUMO = -3.261 eV
HOMO energy = -0.567 Ha
Charge = +1
Max |F| = 5.462 eV/A
Calculated total energy = -10408.69703 eV

Cartesian coordinates (Å):
O 0.4333 0.2832 0.6760
H -0.0626 -0.5985 1.0623
H -0.1508 1.1934 0.5581
H 0.9717 0.2361 -0.2089
O 0.2640 -2.3005 -0.7140
H -0.0814 -2.4221 -1.6362
H 1.1765 -2.5184 -0.8302
O -0.6212 2.7137 0.3161
H -0.3662 3.6355 0.2334
H -1.5049 2.6281 0.3312
O -1.1641 -1.4576 2.0158
H -0.6029 -2.0790 2.5657
H -2.0018 -1.1766 2.5239
O 1.4655 0.5483 -1.8569
H 0.8277 -0.0063 -2.5503
H 1.4173 1.3210 -2.4860

Atoms 1-6, force components in eV/Å:
O -1.0 0.7 -0.8
H 0.3 2.0 -1.0
H 1.5 -1.8 0.5
H -1.1 -0.3 1.1
O -1.1 0.3 -1.4
H 0.1 0.0 1.3

Here are the Löwdin charges for atoms 1 to 2, given in e: 0.08, 0.14

=====

ORCA calculation (wB97M-V/def2-TZVPD) on 2 unconnected molecules or ions with the total composition C8H8N4O4 in a non-equilibrium geometry.

Results
LUMO = -0.224 eV
HOMO energy = -0.351 Ha
Max |F| = 5.617 eV/A
Calculated total energy = -22575.80466 eV
SMILES string = O=c1cc[nH]c(=O)[nH]1.O=c1cc[nH]c(=O)[nH]1

Cartesian coordinates (Å):
C 1.9343 -1.0656 0.6212
C 1.8146 -2.4002 -0.1076
C 1.1726 -2.4506 -1.2796
C 0.9151 -0.0260 -1.4074
C -1.0847 -0.2356 1.2511
C -0.3299 0.8467 1.8642
C -0.3206 2.0733 1.2776
C -2.1781 1.3977 -0.2876
H 1.4604 0.8460 0.4107
H 2.0162 -3.3248 0.4159
H 1.0010 -3.4057 -1.6630
H 0.2574 -1.3562 -2.7928
H -2.2839 -0.9350 -0.3098
H 0.8317 0.4838 2.2551
H 0.2533 2.9823 1.4812
H -1.5551 3.2429 0.0338
N 1.4618 -0.0342 -0.1221
N 0.7865 -1.3072 -1.9474
N -1.8073 0.0380 -0.0003
N -1.4147 2.3659 0.3813
O 2.4794 -0.8194 1.6667
O 0.5769 1.0139 -1.9762
O -1.0037 -1.4620 1.5310
O -2.8907 1.9162 -1.1720

Atoms 1-6, force components in eV/Å:
C 0.9 -2.4 -1.7
C -0.5 1.1 1.4
C 0.8 1.5 1.3
C -0.2 0.8 -0.1
C -0.4 -3.6 -1.5
C 4.9 -0.2 0.2

Here are the Löwdin charges for atoms 1 to 2, given in e: -0.48, 0.03

=====

ORCA calculation (wB97M-V/def2-TZVPD) on a molecular structure, C12H34F6N15O16S2Zn2 in a non-equilibrium geometry.

Results
LUMO = -3.062 eV
HOMO energy = -0.401 Ha
Charge = +1
Max |F| = 4.369 eV/A
Calculated total energy = -202922.42974 eV

Cartesian coordinates (Å):
Zn 2.4172 -0.2777 -0.5590
Zn -1.5749 -1.1666 -0.5189
C -4.4671 -4.3721 -0.5241
F -3.7562 -4.3385 0.6084
F -4.1453 -5.4199 -1.2623
F -5.7478 -4.4984 -0.2099
S -4.1834 -2.7567 -1.4699
O -3.2478 -3.1327 -2.4850
O -5.4712 -2.3300 -1.9291
N -3.5210 -1.6204 -0.3721
S -4.6181 -1.0346 0.6500
O -5.9553 -1.5525 0.6260
O -3.9241 -0.9705 1.9143
C -4.7847 0.7529 0.0223
F -4.8563 0.7458 -1.3005
F -5.8514 1.3254 0.5411
F -3.6912 1.4228 0.4080
C 0.2279 0.3283 0.5813
O -0.9951 0.4702 0.8573
O 1.1654 1.2050 0.3715
O 0.4747 -0.7468 -0.1268
C 4.8387 1.7115 -0.9043
O 3.8307 1.0037 -1.0426
N 6.0947 1.2312 -0.9304
N 4.7393 3.0123 -0.5134
H 6.8217 1.9247 -0.8947
H 6.3277 0.2611 -1.0311
H 3.8254 3.4280 -0.5554
H 5.4256 3.3506 0.1372
C -1.7578 1.2359 -2.6101
O -1.9039 0.1765 -1.9749
N -1.6761 2.4624 -2.0593
N -1.8641 1.1995 -3.9617
H -1.6640 2.5482 -1.0476
H -1.2793 3.1215 -2.7053
H -1.9319 2.0720 -4.4548
H -1.9273 0.3479 -4.4851
C 2.1222 0.5697 -3.6330
O 1.9260 -0.0714 -2.5946
N 2.2569 -0.1091 -4.8033
N 1.9872 1.9075 -3.7075
H 2.3828 -1.0902 -4.6150
H 2.3712 0.2259 -5.7413
H 1.8947 2.3768 -4.5908
H 1.8034 2.4590 -2.8874
C 3.7882 -0.1853 2.3576
O 3.4201 -0.4707 1.1993
N 3.3781 0.9670 2.9447
N 4.3686 -1.1318 3.1209
H 3.7952 1.1440 3.8425
H 3.1175 1.5964 2.1974
H 4.5254 -0.9862 4.1015
H 4.4879 -2.0244 2.6782
C -1.0846 -3.1307 2.1106
O -1.2743 -2.7173 0.9683
N -2.0673 -3.4530 2.9781
N 0.1803 -3.4929 2.5019
H -2.9841 -3.4327 2.5599
H -1.8342 -4.0281 3.7641
H 0.8642 -3.4937 1.7679
H 0.4398 -3.9931 3.3316
C -0.3100 4.5402 0.7354
O -0.4487 5.7547 0.6485
N -1.3324 3.7039 1.0494
N 0.9101 3.9466 0.5408
H -1.1810 2.7192 0.8911
H -2.2157 4.0472 1.3787
H 1.6952 4.5388 0.3497
H 1.0726 2.9074 0.5354
C 0.0412 -3.2405 -2.4845
O -0.7733 -2.5963 -1.8575
N 0.1421 -3.1085 -3.8484
N 0.9271 -4.1288 -1.9371
H 0.7392 -3.6914 -4.4022
H -0.4022 -2.3676 -4.2494
H 1.6390 -4.5312 -2.5149
H 1.0210 -4.0233 -0.9423
C 0.3855 1.3861 4.2489
C -1.0253 1.9144 4.0046
O -1.8654 0.9124 3.5015
O 1.2201 2.4673 4.6627
H 0.7350 0.9158 3.3208
H 0.4105 0.5995 5.0021
H -0.9720 2.7704 3.3263
H -1.4022 2.2766 4.9625
H -1.7900 0.7732 2.5433
H 1.5207 2.9583 3.8940

Atoms 1-6, force components in eV/Å:
Zn -1.5 1.0 0.3
Zn 0.5 -0.5 0.7
C -0.7 0.6 0.3
F 0.2 -0.4 -0.1
F 0.5 0.2 0.0
F 0.0 0.2 0.1

Here are the Löwdin charges for atoms 1 to 2, given in e: 0.82, 0.67

=====

ORCA calculation (wB97M-V/def2-TZVPD) on 2 unconnected molecules or ions with the total composition C17H15BNO10.

Results
LUMO = 1.299 eV
HOMO energy = -0.261 Ha
Charge = -1
Max |F| = 0.874 eV/A
Calculated total energy = -40522.41600 eV

Cartesian coordinates (Å):
C -2.1214 1.1497 -0.0639
C -1.8811 0.7768 -1.5342
C -3.1853 0.9719 -2.3175
C -1.3876 -0.6737 -1.6799
C 0.1319 -0.8048 -1.5053
N 0.7581 -1.7626 -2.4627
C 1.9114 -2.3909 -1.8458
O 1.8717 -3.3781 -1.1733
C 3.1205 -1.6363 -2.2885
C 4.4169 -1.6282 -1.8075
C 5.3258 -0.8003 -2.4434
C 4.9524 -0.0266 -3.5508
C 3.6554 -0.0518 -4.0338
C 2.7488 -0.8568 -3.3695
C 1.2930 -1.0654 -3.6098
O 0.6551 -0.7585 -4.5757
H -2.7568 2.0338 -0.0056
H -1.1868 1.4155 0.4350
H -2.6178 0.3392 0.4696
H -1.1285 1.4637 -1.9356
H -3.4176 2.0348 -2.3947
H -3.1501 0.5151 -3.3063
H -4.0065 0.5150 -1.7576
H -1.8735 -1.2714 -0.9080
H -1.6564 -1.0531 -2.6648
H 0.3628 -1.1374 -0.4927
H 0.5918 0.1862 -1.6060
H 4.6902 -2.2398 -0.9586
H 6.3435 -0.7466 -2.0799
H 5.6852 0.6140 -4.0223
H 3.3492 0.5417 -4.8844
B -1.6564 0.7483 4.9562
O -0.2267 0.4048 4.8422
C 0.3163 0.3468 6.0494
O 1.4579 0.0936 6.3027
C -0.7924 0.6672 7.0757
O -0.6604 0.7054 8.2642
O -1.9104 0.8919 6.4010
O -1.9748 1.9885 4.2205
C -2.8929 1.7394 3.3013
O -3.3586 2.5272 2.5294
C -3.2466 0.2391 3.3868
O -4.0352 -0.3360 2.6924
O -2.5143 -0.2915 4.3517

Atoms 1-6, force components in eV/Å:
C 0.3 0.3 -0.4
C -0.4 -0.2 0.1
C 0.0 -0.1 0.4
C 0.4 0.4 0.0
C -0.7 0.0 0.2
N 0.9 -0.1 0.0

Here are the Löwdin charges for atoms 1 to 2, given in e: -0.07, -0.43

=====

ORCA calculation (wB97M-V/def2-TZVPD) on a molecular structure, C37H41NOP3PdS in a non-equilibrium geometry.

Results
LUMO = 2.355 eV
HOMO energy = -0.035 Ha
Charge = -1
Max |F| = 1.856 eV/A
Calculated total energy = -84751.91946 eV

Cartesian coordinates (Å):
Pd 0.5559 0.1956 1.1761
O -0.1830 -1.9931 1.3571
C -1.0037 -1.0978 1.1794
C -2.2698 -0.6809 1.0024
C -3.4090 -1.5553 1.1665
C -4.6711 -1.0721 1.0828
C -4.9245 0.3007 0.8350
C -3.8683 1.1627 0.6391
C -2.5544 0.7167 0.6619
P -1.0946 1.7383 0.5666
C -1.7094 3.3894 1.0192
C -2.3479 4.1997 0.0762
C -3.0110 5.3446 0.4708
C -3.0436 5.7071 1.8081
C -2.3670 4.9313 2.7464
C -1.7156 3.7799 2.3558
C -0.7684 2.0286 -1.2237
C 0.3736 2.7449 -1.5812
C 0.7336 2.8746 -2.9086
C -0.0342 2.2758 -3.8973
C -1.1669 1.5617 -3.5483
C -1.5292 1.4331 -2.2203
H -3.2194 -2.6002 1.3770
H -5.5154 -1.7432 1.2078
H -5.9446 0.6546 0.7908
H -4.0596 2.2075 0.4303
H -2.3208 3.9193 -0.9669
H -3.5184 5.9532 -0.2673
H -3.5968 6.5833 2.1173
H -2.3699 5.2314 3.7852
H -1.2050 3.1549 3.0771
H 0.9842 3.1795 -0.7973
H 1.6234 3.4305 -3.1758
H 0.2576 2.3550 -4.9373
H -1.7673 1.0943 -4.3176
H -2.4014 0.8640 -1.9324
C 0.1922 0.9350 5.4959
P 0.5143 0.0557 3.8899
C 0.0985 -1.6486 4.4559
C 2.3734 -0.0379 4.0719
C 3.0583 -0.6987 2.8800
P 2.8793 0.3321 1.3511
C 4.1500 1.6343 1.6980
C 3.8431 -0.7176 0.1961
H 0.7780 0.5164 6.3125
H -0.8668 0.8472 5.7241
H 0.4254 1.9914 5.3913
H 0.6090 -1.8903 5.3869
H 0.3691 -2.3507 3.6716
H -0.9780 -1.7071 4.6037
H 2.6058 -0.5805 4.9969
H 2.7338 0.9904 4.1821
H 2.5652 -1.6530 2.6570
H 4.1185 -0.8860 3.0980
H 5.0988 1.1778 1.9801
H 3.8065 2.2888 2.4963
H 4.2903 2.2374 0.8025
H 4.8267 -0.9670 0.5932
H 3.9500 -0.2047 -0.7579
H 3.2576 -1.6194 0.0281
N 0.9727 -0.5618 -1.3197
S 1.6970 -1.2958 -2.4950
C 0.4886 -1.6111 -3.8412
C 0.9756 -1.7265 -5.1376
C 0.1057 -1.9154 -6.1906
C -1.2612 -1.9927 -5.9571
C -1.7472 -1.8643 -4.6603
C -0.8793 -1.6638 -3.6061
C 1.7407 -2.9765 -1.8584
C 2.8971 -3.7319 -2.0366
C 2.9802 -4.9929 -1.4861
C 1.9160 -5.5094 -0.7573
C 0.7554 -4.7587 -0.6052
C 0.6625 -3.4969 -1.1505
H 1.2226 0.4274 -1.3542
H 2.0406 -1.6565 -5.3080
H 0.4870 -1.9937 -7.1989
H -1.9430 -2.1421 -6.7808
H -2.8115 -1.9055 -4.4771
H -1.2458 -1.5211 -2.6015
H 3.7264 -3.3078 -2.5846
H 3.8817 -5.5780 -1.6131
H 1.9921 -6.4888 -0.3091
H -0.0772 -5.1556 -0.0389
H -0.2138 -2.8926 -0.9943

Atoms 1-6, force components in eV/Å:
Pd 0.3 0.9 0.3
O 1.0 -1.4 0.1
C -1.6 1.0 0.1
C 1.0 -0.1 -0.2
C -0.6 -0.6 0.0
C 0.3 -0.4 0.1

Here are the Löwdin charges for atoms 1 to 2, given in e: 0.24, -0.11

=====

ORCA calculation (wB97M-V/def2-TZVPD) on 9 unconnected molecules or ions with the total composition H18O9 in a non-equilibrium geometry.

Results
LUMO = -0.662 eV
HOMO energy = -0.387 Ha
Max |F| = 2.953 eV/A
Calculated total energy = -18719.40630 eV
SMILES string = O.O.O.O.O.O.O.O.O

Cartesian coordinates (Å):
O 0.1407 -1.7166 -3.1397
H 0.6467 -1.6696 -3.9407
H 0.0697 -0.7756 -2.9327
O 1.3677 1.3474 0.3323
H 1.3177 2.0494 -0.2987
H 2.3317 1.3604 0.5953
O -1.9023 2.7964 1.5543
H -1.9223 2.1614 0.8653
H -2.3773 3.5444 1.2003
O -0.5643 -2.9066 -0.9097
H 0.2947 -2.8496 -0.5797
H -0.4953 -2.5076 -1.7437
O 1.6397 -1.8856 0.5733
H 2.1217 -1.3476 1.1803
H 2.3377 -2.4186 0.2013
O -2.2673 -1.7496 2.1373
H -2.2133 -1.1986 1.3453
H -1.3613 -1.9076 2.2523
O -0.3693 0.9084 -2.5277
H 0.4197 1.3624 -2.3467
H -0.6123 0.5464 -1.6937
O 0.7967 2.6334 2.7783
H 0.8297 2.2244 1.9023
H 1.6727 2.6284 3.1383
O -0.9743 -0.0066 0.0063
H -0.1733 0.2504 0.3933
H -0.7533 -0.8746 -0.3427

Atoms 1-6, force components in eV/Å:
O 0.2 0.2 0.0
H 0.3 -0.5 -0.7
H -0.4 0.5 0.1
O 2.1 -0.5 0.8
H -0.3 0.9 -0.7
H -1.5 -0.2 -0.4

Here are the Löwdin charges for atoms 1 to 2, given in e: -0.04, 0.05